Formula: C4H12N2O3S
Source: the OMol25 dataset
Level of theory: ωB97M-V with the def2-TZVPD basis set

Last column: natural (NBO) charge in e.
Geometry (Å):
1 S 0.869 -0.685 1.266  2.04
2 O 0.453 0.166 2.645  -0.93
3 O 2.259 -0.267 1.096  -0.95
4 O 0.586 -2.103 1.546  -0.95
5 N -0.621 -1.678 -1.320  -0.81
6 N -1.661 -0.170 0.977  -0.82
7 C -0.468 -0.219 -1.199  -0.12
8 C 0.785 0.277 -1.893  -0.63
9 C -0.646 0.334 0.202  0.21
10 C -0.311 1.775 0.335  -0.67
11 H 0.935 0.073 -2.950  0.22
12 H 0.085 -2.041 -0.780  0.35
13 H -1.809 0.220 1.979  0.42
14 H 0.805 1.836 0.096  0.26
15 H -1.371 0.170 -1.709  0.21
16 H 0.738 1.335 -1.808  0.21
17 H 0.860 -0.331 3.389  0.50
18 H -0.122 -1.946 -2.250  0.36
19 H -1.592 -1.153 0.828  0.41
20 H -0.498 2.117 1.330  0.24
21 H -0.916 2.309 -0.334  0.23
22 H 1.641 -0.021 -1.448  0.22

Calculated values
Charge: 0
SMILES: C[C@@H](N)[C@@](C)(N)S(=O)(=O)O
HOMO-LUMO gap in eV: 9.81
Maximum force in eV/A: 3.53
Multiplicity: 1
Electronic energy in Eh: -892.96553
HOMO in eV: -9.2
Energy relative to the best compared isomer or geometry (same formula, charge and spin) in eV: 0.635